Record 1
17
Properties=species:S:1:pos:R:3 method="wB97M-V/def2-TZVPD" gap_ev=7.89 charge=0 homo_ev=-8.088
C 0.85825 -0.98080 -0.92135
C -0.34542 -0.50849 1.35192
C 0.90245 -0.77391 1.92780
C -1.40449 -0.19915 -1.41435
C 0.37820 1.53584 -0.52112
C -0.00860 0.06804 -0.70952
N 1.66645 -1.77509 -1.10645
S -1.80522 -0.35195 1.74579
H 1.51238 0.23779 1.89355
H 1.02062 -0.96680 2.95254
H 1.42420 -1.52281 1.32431
H -1.38421 -0.90651 -2.19882
H -1.67902 0.85974 -1.87284
H -2.24224 -0.42616 -0.80341
H 1.29433 1.80015 -0.16006
H 0.26908 1.97581 -1.52682
H -0.45676 1.93431 0.03884



Record 2
17
Properties=species:S:1:pos:R:3 method="wB97M-V/def2-TZVPD" gap_ev=9.61 charge=0 homo_ev=-8.922
C 0.58937 -1.75732 -0.66563
C 0.41090 -0.27228 -0.21152
C -0.10866 0.57730 -1.41265
C -0.57895 1.84259 -0.92491
N -0.91754 2.85705 -0.58045
C -0.69115 -0.27457 0.88287
C 0.14940 0.79457 1.81587
S 1.69868 0.25601 0.95897
H -0.40028 -2.07142 -1.14390
H 1.46692 -1.83874 -1.32937
H 0.75189 -2.28175 0.30436
H -0.81867 0.12941 -2.05622
H 0.78393 0.83386 -2.00671
H -1.66039 0.10055 0.57766
H -0.78086 -1.37260 1.35062
H 0.14500 0.54622 2.90792
H -0.03959 1.93115 1.53308



Record 3
19
Properties=species:S:1:pos:R:3 method="wB97M-V/def2-TZVPD" gap_ev=7.52 charge=-1 homo_ev=-4.085
C 1.73892 0.97509 1.75188
C -1.37825 -1.70378 -0.49171
C -0.41911 -2.55016 -1.47433
C 0.12416 -1.40740 -0.57763
C -0.01107 2.44737 0.60821
C 0.48288 1.06414 0.85944
O 2.87410 0.66068 1.33292
O 1.40675 1.33157 2.89887
O -0.87026 0.75742 -1.83682
S 0.47061 0.18622 -1.36135
H -1.93125 -0.91756 -0.91621
H -1.80939 -2.12344 0.34025
H -0.11133 -3.50101 -1.19528
H -0.58955 -2.30139 -2.52929
H 0.90309 -1.44486 0.16432
H -0.85363 2.66839 1.21624
H 0.69378 3.14466 0.65459
H -0.46706 2.36516 -0.38876
H -0.25340 0.34888 0.94468



Record 4
16
Properties=species:S:1:pos:R:3 method="wB97M-V/def2-TZVPD" gap_ev="7.16 / 7.03" charge=0 homo_ev="-8.078 / -7.770"
C -4.07770 -0.47642 1.10234
P -3.14269 -0.00948 -0.18976
C -1.63998 0.91771 -0.25034
C -0.26320 0.44846 -0.27476
C 0.71603 1.23965 -1.06567
C 0.06850 -0.66606 0.40214
C 1.48784 -1.24950 0.48281
H -4.95549 -0.93847 1.10052
H -1.68094 1.64678 -1.13500
H 1.27428 0.56478 -1.56219
H 1.33102 1.91947 -0.28655
H 0.21975 1.99636 -1.69034
H -0.77183 -1.30507 0.87824
H 1.41542 -2.31757 0.30962
H 1.94025 -1.08910 1.44829
H 2.11337 -0.67746 -0.23202



Record 5
295
Properties=species:S:1:pos:R:3 method="wB97M-V/def2-TZVPD" gap_ev=8.37 charge=0 homo_ev=-8.448
O -0.46444 7.36083 3.41195
P -1.16353 6.51695 2.45932
N -0.97201 7.13820 0.95197
C -1.80752 6.93029 -0.23462
C 0.17640 8.00093 0.71705
N -2.76248 6.39805 2.77840
C -3.40448 7.49556 3.42208
C -3.58471 5.18330 2.43566
N -0.55747 4.94662 2.43392
C -0.57885 4.12644 3.67308
C 0.74624 4.61048 1.84145
H -1.98459 7.91355 -0.67355
H -2.66836 6.29947 -0.06508
H -1.21008 6.36462 -0.94403
H 1.05754 7.69379 1.30828
H 0.08198 9.04311 1.05087
H 0.46520 8.06006 -0.33947
H -3.93739 8.17391 2.74684
H -4.11832 7.23154 4.19050
H -2.57450 8.04920 3.83847
H -2.95047 4.39774 2.07022
H -4.11024 4.74849 3.31050
H -4.38807 5.41032 1.67065
H -0.67366 3.05590 3.45635
H 0.35129 4.21295 4.27550
H -1.40839 4.42813 4.31526
H 0.56862 3.61402 1.50053
H 1.51484 4.72165 2.57743
H 1.05303 5.20574 0.98532
O -3.91704 -1.70869 5.69545
P -2.60443 -1.01955 5.97995
N -1.97280 -0.25083 4.62896
C -2.75566 0.96858 4.23066
C -0.60275 0.05294 4.26701
N -1.32898 -1.94077 6.47602
C -1.01656 -3.12578 5.66566
C -0.92731 -2.05934 7.86969
N -2.83090 0.05454 7.20593
C -3.96418 -0.10376 8.05420
C -1.87627 1.07297 7.48971
H -2.63525 1.14228 3.16657
H -2.35989 1.80871 4.83009
H -3.82587 0.81668 4.44865
H -0.31672 1.08384 4.58546
H -0.59107 0.01825 3.14703
H 0.12975 -0.64660 4.71876
H -1.60908 -3.07596 4.76979
H 0.04053 -3.22048 5.49370
H -1.28983 -4.05228 6.21826
H 0.14072 -2.32042 7.70528
H -0.91185 -1.13791 8.45686
H -1.43340 -2.94010 8.27907
H -3.67236 0.17884 9.07546
H -4.75886 0.62595 7.71648
H -4.40574 -1.09828 7.98036
H -2.10904 2.06993 7.05648
H -0.87101 0.90084 7.14146
H -1.81975 1.24961 8.64309
O 0.04300 -1.13048 -2.12343
P -0.09964 -0.79033 -0.68660
N -0.38269 -2.09821 0.24728
C 0.60880 -2.58897 1.26079
C -1.42017 -3.05959 -0.06149
N -1.48010 0.07341 -0.46658
C -1.86696 0.49891 0.83545
C -2.44643 0.38474 -1.48872
N 1.24682 -0.04920 -0.04807
C 1.43492 1.32878 0.18743
C 2.48136 -0.75456 -0.34109
H 1.40855 -3.14757 0.80407
H 0.09338 -3.22984 1.97744
H 1.04833 -1.73953 1.76770
H -2.19392 -3.05143 0.70215
H -0.94850 -4.07586 -0.19493
H -1.96435 -2.83530 -0.98856
H -0.99488 0.95864 1.38558
H -2.58303 1.30589 0.78673
H -2.37738 -0.25476 1.41640
H -3.35445 -0.20508 -1.39184
H -2.67458 1.44709 -1.33242
H -2.01309 0.19780 -2.46764
H 1.61457 1.59096 1.24438
H 2.19753 1.71109 -0.44771
H 0.56601 1.96777 -0.03437
H 2.33938 -1.78166 -0.68732
H 3.05257 -0.95196 0.56894
H 3.07640 -0.20147 -1.08044
O 7.64463 0.58457 1.87594
P 7.45502 1.81373 1.08721
N 6.55149 3.03452 1.79905
C 6.77502 3.42704 3.20584
C 6.20394 4.23381 1.05064
N 6.60767 1.54630 -0.37429
C 7.22425 0.73016 -1.42405
C 5.24972 1.10863 -0.17025
N 8.92787 2.41425 0.69374
C 9.14514 3.40039 -0.33083
C 10.17108 1.95140 1.26814
H 6.05327 4.11962 3.59680
H 7.71389 3.92715 3.35109
H 6.77920 2.62464 3.89775
H 6.20510 4.03500 -0.02150
H 6.85905 5.06305 1.31033
H 5.19481 4.53940 1.41088
H 7.28558 -0.35728 -1.27807
H 6.64884 0.90880 -2.34247
H 8.24696 1.00034 -1.58009
H 4.73415 0.90514 -1.09199
H 5.21048 0.24340 0.47658
H 4.68345 1.93222 0.26155
H 8.26857 3.59242 -0.99321
H 9.47500 4.37645 0.02103
H 9.92712 3.07043 -1.05567
H 10.68437 2.77768 1.73128
H 10.86431 1.53813 0.56775
H 9.97775 1.16575 1.98954
O 2.05569 4.53792 -1.11588
P 1.91500 4.77907 -2.56150
N 0.38682 4.44198 -3.06597
C -0.48247 3.60490 -2.27527
C -0.07051 4.70087 -4.41345
N 3.06060 3.83630 -3.34199
C 2.91154 3.61487 -4.75950
C 3.68989 2.81714 -2.57473
N 2.24459 6.24893 -3.18445
C 3.55515 6.82636 -3.19520
C 1.18148 7.30912 -3.25291
H -0.23522 3.63323 -1.21619
H -0.34887 2.57073 -2.56282
H -1.55422 3.85028 -2.43571
H -0.35248 3.75100 -4.86757
H 0.60548 5.20866 -5.13220
H -1.04554 5.23825 -4.37646
H 2.86935 4.59009 -5.24168
H 3.85217 3.25746 -5.24779
H 2.07645 2.93667 -5.01211
H 4.76720 2.67816 -2.84051
H 3.57743 2.98193 -1.53119
H 3.20493 1.85013 -2.83193
H 4.34347 6.08651 -3.31388
H 3.50472 7.46956 -4.06913
H 3.69130 7.51948 -2.35365
H 0.22644 6.95181 -2.86132
H 1.09890 7.59398 -4.34175
H 1.43819 8.24945 -2.71945
C 7.60305 -4.26631 1.37994
C 7.34651 -4.88413 -0.03947
C 5.88945 -4.64678 -0.31471
S 5.45748 -3.06166 0.38074
O 4.47409 -3.21426 1.42926
O 5.19648 -2.10284 -0.66711
C 7.13183 -2.85870 1.22917
H 8.66639 -4.24253 1.64283
H 7.10368 -4.81230 2.15250
H 7.62227 -5.95118 -0.13220
H 7.90109 -4.22478 -0.68038
H 5.40909 -5.39737 0.30582
H 5.59950 -4.65887 -1.34068
H 6.91422 -2.12518 2.02151
H 7.71991 -2.29204 0.50600
C -3.97095 4.44314 -4.35827
C -4.66467 4.40830 -2.94640
C -5.45795 3.08264 -2.95585
S -6.27163 3.29143 -4.57763
O -7.17390 4.41916 -4.53028
O -6.81046 2.01018 -5.09823
C -4.77452 3.72011 -5.48727
H -2.96751 4.02008 -4.18520
H -3.78182 5.47035 -4.63234
H -5.33730 5.26277 -2.84068
H -3.90428 4.43829 -2.13661
H -6.26352 2.99086 -2.25061
H -4.73895 2.25199 -2.99248
H -5.10767 4.39233 -6.29161
H -4.28588 2.85702 -5.91615
C -1.03518 -7.51982 3.73535
C -1.15371 -6.46716 2.57610
C -2.40567 -5.60181 2.83209
S -3.62972 -6.80169 3.62002
O -4.58299 -7.20860 2.67217
O -3.95683 -6.34294 4.90835
C -2.41528 -8.13665 3.86064
H -0.70469 -6.93388 4.59131
H -0.26208 -8.24628 3.49750
H -1.29584 -7.07798 1.66148
H -0.21675 -5.85984 2.50060
H -2.87373 -5.17449 1.96085
H -2.29651 -4.86400 3.62555
H -2.47312 -8.87325 3.04257
H -2.69932 -8.57058 4.82698
C -3.52313 -6.46577 -0.84019
C -2.55564 -6.72005 -1.95414
C -3.28669 -6.43442 -3.24493
S -4.12560 -4.84495 -2.84251
O -5.49954 -4.86987 -3.29147
O -3.28185 -3.67587 -3.16509
C -4.06109 -5.03860 -1.03775
H -3.01128 -6.43272 0.14991
H -4.34941 -7.13775 -0.74386
H -2.20011 -7.75548 -1.96126
H -1.72144 -6.05740 -1.97237
H -4.04473 -7.13672 -3.61350
H -2.69970 -6.02777 -4.07318
H -5.04461 -4.79870 -0.68213
H -3.26008 -4.41613 -0.69156
C 1.69688 -4.30729 -2.57931
C 0.50053 -3.93063 -3.44174
C 0.51651 -4.75984 -4.72246
S 0.88231 -6.34330 -3.97069
O 1.67870 -7.07484 -4.87944
O -0.33489 -6.93886 -3.50797
C 1.93235 -5.81533 -2.58200
H 1.65848 -3.85113 -1.62222
H 2.56578 -3.88242 -3.09634
H 0.43996 -2.85266 -3.60546
H -0.45905 -4.06483 -2.88704
H 1.36793 -4.44392 -5.33667
H -0.37321 -4.86616 -5.31499
H 2.86985 -6.24552 -2.77892
H 1.55033 -6.24234 -1.65972
C 3.89096 0.15547 3.09597
C 4.87385 0.59170 4.24727
C 4.64583 -0.54953 5.26645
S 2.81730 -0.78601 5.30564
O 2.16629 -0.03582 6.35526
O 2.60413 -2.20336 5.18926
C 2.48634 0.03549 3.68928
H 4.27142 -0.83735 2.85320
H 4.01630 0.78659 2.23702
H 4.63871 1.54329 4.63732
H 5.87458 0.75261 3.87413
H 4.98621 -0.23781 6.24122
H 5.13118 -1.49764 5.13126
H 2.10034 1.06344 3.83147
H 1.74842 -0.51057 3.10749
C -7.69884 -1.60043 -3.84619
C -7.61065 -2.63210 -2.76671
C -6.56403 -2.09487 -1.77762
S -7.03459 -0.33800 -1.67698
O -5.85948 0.54280 -1.80220
O -7.81077 -0.11039 -0.46958
C -8.07994 -0.30439 -3.14124
H -8.51188 -1.93488 -4.49429
H -6.74003 -1.54279 -4.39134
H -7.37092 -3.60853 -3.16581
H -8.60391 -2.73647 -2.31601
H -5.52543 -2.15364 -2.06181
H -6.65532 -2.43496 -0.74357
H -7.80777 0.61942 -3.62933
H -9.10211 -0.29578 -2.79476
C 5.14877 -0.18605 -4.94161
C 4.40170 -0.75636 -3.70249
C 2.96010 -0.76084 -3.98729
S 3.00785 -1.43663 -5.64651
O 2.03278 -0.72856 -6.39333
O 2.92447 -2.91997 -5.60653
C 4.63650 -0.93180 -6.20671
H 6.22481 -0.22345 -4.70826
H 4.85904 0.87628 -5.06481
H 4.82491 -0.29646 -2.80121
H 4.79617 -1.75319 -3.59830
H 2.50415 0.22102 -3.99852
H 2.29760 -1.45751 -3.47031
H 4.59504 -0.30167 -7.09243
H 5.25011 -1.84873 -6.38616
C -2.20621 -1.79028 -5.54974
C -3.69598 -1.42193 -5.85510
C -3.92078 -0.28321 -4.88559
S -2.48277 0.75586 -5.34615
O -2.27788 1.77479 -4.34898
O -2.67215 1.23114 -6.72418
C -1.28158 -0.53723 -5.34398
H -1.88383 -2.24841 -6.49700
H -2.18256 -2.48683 -4.75775
H -4.29009 -2.29153 -5.61479
H -3.90874 -1.13342 -6.88990
H -3.95024 -0.64683 -3.86790
H -4.76619 0.42477 -5.03618
H -0.77042 -0.50717 -4.37684
H -0.62948 -0.45775 -6.21578
C -6.71984 -1.37946 3.95316
C -6.85257 -2.89824 4.31291
C -5.58859 -3.60349 4.07598
S -5.01960 -2.79833 2.53039
O -5.65777 -3.41464 1.34972
O -3.57104 -2.84300 2.44818
C -5.66286 -1.12786 2.82863
H -6.34301 -0.84802 4.82542
H -7.68271 -0.99395 3.64843
H -7.61320 -3.39111 3.69806
H -7.25447 -2.99001 5.37211
H -5.69058 -4.63752 3.78387
H -4.70003 -3.45766 4.71678
H -6.00589 -0.76299 1.83020
H -4.75589 -0.62301 3.17897



Copy entry 1 word for word.
17
Properties=species:S:1:pos:R:3 method="wB97M-V/def2-TZVPD" gap_ev=7.89 charge=0 homo_ev=-8.088
C 0.85825 -0.98080 -0.92135
C -0.34542 -0.50849 1.35192
C 0.90245 -0.77391 1.92780
C -1.40449 -0.19915 -1.41435
C 0.37820 1.53584 -0.52112
C -0.00860 0.06804 -0.70952
N 1.66645 -1.77509 -1.10645
S -1.80522 -0.35195 1.74579
H 1.51238 0.23779 1.89355
H 1.02062 -0.96680 2.95254
H 1.42420 -1.52281 1.32431
H -1.38421 -0.90651 -2.19882
H -1.67902 0.85974 -1.87284
H -2.24224 -0.42616 -0.80341
H 1.29433 1.80015 -0.16006
H 0.26908 1.97581 -1.52682
H -0.45676 1.93431 0.03884